Below is 7 unconnected molecules or ions with the total composition C29H46ClFO19Si, with properties calculated with ωB97M-V/def2-TZVPD.

```
97
Properties=species:S:1:pos:R:3:forces:R:3
C 0.9088 -2.7762 -4.7655 -0.57 -0.05 -0.21
C 1.0375 -1.2783 -4.8742 1.06 0.00 0.50
F 0.0941 -0.6700 -4.0352 -0.36 0.03 -0.19
Si 2.8025 -0.8154 -4.2706 -0.63 -0.04 -0.41
Cl 2.7022 1.0043 -3.2890 0.17 -0.10 -0.15
C 3.9123 -0.7776 -5.7722 1.16 0.58 0.53
C 5.4194 -0.9005 -5.4506 -1.64 -0.17 1.55
C 5.8284 -1.6755 -4.2098 1.65 -0.72 -3.52
O 5.9573 -2.1259 -5.6825 0.35 -0.20 -0.56
H 1.6911 -3.2603 -5.3448 0.20 -0.14 0.03
H 0.9593 -3.0830 -3.7264 0.22 -0.11 0.15
H -0.0442 -3.1299 -5.1571 -0.11 0.03 -0.10
H 0.9033 -0.9510 -5.9021 -0.36 0.23 -0.08
H 3.1432 -1.8354 -3.2714 0.12 0.01 0.11
H 3.7055 -1.5739 -6.4809 -0.37 0.00 -0.17
H 3.7895 0.2036 -6.2294 -0.41 -0.04 -0.35
H 6.0352 -0.0341 -5.6662 0.07 0.05 -0.07
H 6.8887 -1.5338 -4.0723 -0.10 0.14 1.66
H 5.2916 -2.5492 -3.8954 -0.47 0.51 1.29
C -1.5318 0.6827 -1.5577 -0.19 0.13 -0.04
C -2.3842 -0.3747 -0.9136 0.17 0.30 -0.25
C -3.8122 -0.4476 -1.3969 -0.06 -0.16 -0.03
O -4.4901 -0.9902 -0.2476 0.00 0.07 -0.11
C -3.7812 -0.6343 0.8431 0.07 0.05 -0.03
O -4.1593 -0.7690 1.9658 0.07 0.03 -0.15
O -2.5933 -0.1044 0.4958 -0.01 -0.17 -0.03
H -0.5892 0.7693 -1.0396 0.19 -0.06 -0.05
H -1.3340 0.4310 -2.5983 -0.05 -0.06 0.00
H -2.0157 1.6595 -1.5150 -0.04 -0.02 0.03
H -1.8973 -1.3509 -0.9899 -0.07 -0.04 0.05
H -3.9440 -1.0952 -2.2591 -0.10 -0.12 0.11
H -4.2330 0.5365 -1.6114 0.08 0.05 0.00
C -5.2650 -1.0960 4.7568 0.01 0.11 0.16
C -6.1027 -2.1764 5.3837 0.15 0.32 -0.16
C -7.5269 -2.2560 4.8879 -0.06 -0.19 -0.06
O -8.2067 -2.8311 6.0167 0.03 0.06 -0.08
C -7.5108 -2.4896 7.1264 0.06 0.09 -0.10
O -7.8971 -2.6569 8.2376 -0.04 0.01 0.18
O -6.3236 -1.9379 6.7947 -0.03 -0.18 -0.06
H -4.3157 -0.9972 5.2832 0.03 -0.09 -0.05
H -5.0584 -1.3184 3.7068 -0.11 0.00 0.34
H -5.7698 -0.1300 4.8168 -0.06 -0.03 -0.02
H -5.6028 -3.1449 5.2901 -0.07 -0.04 0.04
H -7.6439 -2.8868 4.0109 -0.10 -0.11 0.09
H -7.9570 -1.2724 4.6895 0.08 0.05 0.00
C 6.5967 4.1927 -4.4327 -0.07 -0.12 -0.28
C 7.3229 3.2110 -3.5548 -0.13 0.28 -0.17
C 8.8079 3.4493 -3.4084 0.07 0.01 0.17
O 9.2968 2.1276 -3.1421 -0.02 0.10 -0.03
C 8.4353 1.2537 -3.7124 -0.05 0.14 -0.04
O 8.6342 0.0923 -3.8338 0.08 -0.30 -0.04
O 7.3146 1.8909 -4.1301 0.06 0.00 0.15
H 5.5791 3.8567 -4.6207 -0.11 0.02 0.07
H 6.5620 5.1723 -3.9547 0.02 0.00 0.03
H 7.0894 4.2892 -5.4014 0.05 0.02 0.04
H 6.8390 3.1470 -2.5756 0.05 -0.05 0.03
H 9.0600 4.1211 -2.5920 0.08 -0.14 0.09
H 9.2675 3.8085 -4.3317 -0.09 0.03 -0.04
C -7.9099 -5.9253 8.1247 -0.08 -0.20 -0.23
C -7.1660 -6.9676 8.9154 -0.13 0.27 -0.23
C -5.6904 -6.7029 9.1006 0.07 -0.03 0.19
O -5.1639 -8.0291 9.2529 -0.03 0.10 -0.05
C -5.9950 -8.8765 8.5945 -0.07 0.12 -0.02
O -5.7569 -10.0160 8.3736 0.05 -0.20 -0.04
O -7.1291 -8.2338 8.2237 0.08 -0.01 0.17
H -8.9177 -6.2684 7.8936 -0.03 0.02 0.09
H -7.9785 -4.9944 8.6834 0.00 0.01 0.02
H -7.4112 -5.7279 7.1739 0.06 0.00 0.03
H -7.6558 -7.1330 9.8791 0.05 -0.05 0.03
H -5.4667 -6.1001 9.9767 0.08 -0.13 0.07
H -5.2334 -6.2478 8.2188 -0.09 0.03 -0.04
C 2.2611 2.4483 3.5459 0.25 0.12 -0.19
C 1.1064 2.6749 2.6052 0.27 -0.13 0.21
C 0.5304 1.4269 1.9760 -0.24 -0.03 0.07
O -0.0062 1.9379 0.7462 0.18 0.04 0.33
C 0.7138 3.0335 0.4110 0.05 -0.11 0.06
O 0.6432 3.5769 -0.6414 0.03 0.20 -0.21
O 1.5210 3.4063 1.4308 -0.18 -0.01 0.02
H 2.7201 3.3969 3.8213 -0.08 0.02 0.07
H 1.9210 1.9488 4.4523 -0.04 0.00 0.00
H 3.0327 1.8385 3.0747 -0.04 -0.05 -0.02
H 0.3246 3.2592 3.0977 -0.05 -0.01 -0.06
H -0.2539 0.9643 2.5695 -0.13 0.04 -0.15
H 1.2943 0.6832 1.7381 0.08 0.05 0.05
C 2.4830 5.3292 -2.9468 -0.10 -0.33 -0.08
C 2.8831 5.7955 -4.3222 -0.15 -0.08 0.36
C 1.8796 6.6803 -5.0245 0.06 0.16 -0.08
O 2.1639 6.4173 -6.4071 -0.05 0.00 0.11
C 2.6820 5.1672 -6.4865 -0.01 0.03 0.16
O 2.8640 4.5728 -7.4949 0.03 -0.11 -0.19
O 2.9640 4.6929 -5.2470 0.11 0.12 -0.06
H 3.1710 4.5668 -2.5815 0.06 0.07 0.02
H 2.4782 6.1603 -2.2422 0.02 0.04 -0.02
H 1.4910 4.8788 -2.9601 -0.03 0.02 0.01
H 3.8667 6.2739 -4.2917 0.01 0.04 -0.09
H 2.0061 7.7369 -4.8035 0.04 0.03 -0.18
H 0.8480 6.3858 -4.8207 0.02 -0.06 0.09
```
Positions in Å, forces in eV/Å.

Calculated values
Electronic energy: -92840.4662 eV
Kohn-Sham gap: 9.89 eV
E_HOMO: -9.7 eV
M: 781.2 g mol⁻¹
SMILES: C[C@@H](F)[Si@H](Cl)C[C@H]1CO1.C[C@@H]1COC(=O)O1.C[C@@H]1COC(=O)O1.C[C@@H]1COC(=O)O1.C[C@@H]1COC(=O)O1.C[C@@H]1COC(=O)O1.C[C@@H]1COC(=O)O1
Maximum force: 3.957 eV/A
LUMO energy: 0.21 eV